[1]
{
  "formula": "C31H46BClFeN6",
  "method": "ωB97M-V with the def2-TZVPD basis set",
  "symbols": ["Fe", "C", "C", "C", "C", "N", "N", "B", "N", "N", "C", "C", "C", "C", "C", "C", "C", "C", "N", "N", "C", "C", "C", "C", "C", "C", "C", "C", "C", "C", "C", "C", "H", "H", "H", "H", "H", "H", "H", "H", "H", "H", "H", "H", "H", "H", "H", "H", "H", "H", "H", "H", "H", "H", "H", "H", "H", "H", "H", "H", "H", "H", "H", "H", "H", "H", "H", "H", "H", "H", "H", "H", "Cl", "C", "C", "C", "C", "C", "C", "C", "H", "H", "H", "H", "H", "H"],
  "coordinates": [[-0.008, 0.106, 0.043], [-4.683, -1.148, 1.172], [-3.380, -1.601, 0.625], [-3.048, -2.855, 0.142], [-1.711, -2.773, -0.253], [-1.275, -1.539, -0.019], [-2.281, -0.824, 0.514], [-2.128, 0.645, 0.893], [-1.012, 0.784, 1.984], [-0.010, -0.124, 2.075], [0.688, 0.110, 3.176], [0.100, 1.180, 3.859], [-0.978, 1.577, 3.087], [-1.923, 2.680, 3.383], [1.906, -0.690, 3.524], [3.113, 0.247, 3.654], [2.162, -1.718, 2.421], [1.670, -1.414, 4.854], [-1.803, 1.470, -0.396], [-1.167, 0.897, -1.446], [-1.124, 1.762, -2.448], [-1.795, 2.929, -2.062], [-2.227, 2.707, -0.765], [-3.000, 3.640, 0.091], [-0.425, 1.444, -3.735], [-1.451, 1.428, -4.875], [0.640, 2.512, -4.013], [0.231, 0.067, -3.625], [-0.826, -3.827, -0.849], [0.391, -4.014, 0.061], [-0.347, -3.343, -2.221], [-1.591, -5.144, -0.991], [-5.390, -1.972, 1.154], [-5.088, -0.329, 0.580], [-4.573, -0.805, 2.199], [-3.692, -3.706, 0.087], [-3.144, 1.048, 1.349], [0.411, 1.601, 4.793], [-1.873, 2.921, 4.440], [-2.942, 2.402, 3.128], [-1.658, 3.576, 2.825], [3.302, 0.771, 2.718], [3.995, -0.332, 3.910], [2.951, 0.983, 4.436], [2.268, -1.225, 1.452], [1.329, -2.413, 2.367], [3.070, -2.277, 2.630], [1.483, -0.703, 5.654], [2.547, -2.001, 5.114], [0.816, -2.083, 4.777], [-1.948, 3.811, -2.649], [-3.485, 4.384, -0.534], [-2.344, 4.161, 0.785], [-3.758, 3.110, 0.661], [-1.927, 2.399, -4.981], [-2.220, 0.683, -4.683], [-0.956, 1.182, -5.810], [0.193, 3.499, -4.079], [1.131, 2.300, -4.959], [1.393, 2.523, -3.228], [-0.533, -0.691, -3.481], [0.919, 0.034, -2.776], [0.784, -0.161, -4.531], [0.912, -3.065, 0.164], [1.068, -4.747, -0.369], [0.086, -4.361, 1.045], [0.180, -2.398, -2.104], [-1.188, -3.199, -2.895], [0.326, -4.074, -2.660], [-1.932, -5.497, -0.021], [-0.947, -5.906, -1.421], [-2.452, -5.021, -1.642], [5.901, 5.804, -0.338], [4.599, 4.701, -0.207], [3.342, 5.152, 0.209], [2.300, 4.274, 0.310], [2.452, 2.889, -0.003], [1.370, 2.037, 0.082], [3.751, 2.463, -0.404], [4.790, 3.348, -0.506], [3.205, 6.196, 0.449], [1.334, 4.626, 0.633], [0.433, 2.482, 0.376], [1.437, 0.971, -0.162], [3.908, 1.420, -0.632], [5.765, 3.010, -0.818]],
  "lowdin_charge": [0.873, -0.011, -0.237, 0.059, -0.219, 0.045, 0.015, -0.527, 0.002, 0.032, -0.224, 0.064, -0.237, 0.001, -0.545, -0.026, -0.050, -0.027, -0.003, 0.033, -0.225, 0.063, -0.240, 0.002, -0.544, -0.026, -0.026, -0.049, -0.545, -0.036, -0.036, -0.044, 0.088, 0.090, 0.090, 0.115, 0.119, 0.123, 0.093, 0.080, 0.078, 0.080, 0.091, 0.086, 0.067, 0.072, 0.098, 0.086, 0.091, 0.093, 0.123, 0.093, 0.077, 0.081, 0.086, 0.093, 0.091, 0.085, 0.092, 0.080, 0.071, 0.068, 0.098, 0.054, 0.092, 0.094, 0.053, 0.094, 0.092, 0.090, 0.090, 0.089, 0.733, -0.662, -0.090, -0.017, -0.282, 0.041, -0.023, -0.090, 0.113, 0.115, 0.070, 0.025, 0.117, 0.112],
  "charge": 1,
  "s_squared": 8.80,
  "lumo_ev": [-2.2, -4.2],
  "e_homo_ev": [-10.3, -11.7],
  "homo_lumo_gap_ev": [8.19, 7.52],
  "spin_multiplicity": 6
}



[2]
{
  "formula": "C31H46BrF21N5O17P3S2",
  "method": "ωB97M-V with the def2-TZVPD basis set",
  "symbols": ["C", "C", "C", "N", "N", "C", "N", "P", "N", "O", "N", "S", "O", "O", "C", "F", "F", "C", "F", "F", "C", "F", "F", "C", "F", "F", "F", "C", "C", "C", "O", "Br", "S", "O", "O", "C", "F", "F", "C", "F", "F", "C", "F", "F", "C", "F", "F", "F", "C", "C", "O", "C", "F", "F", "F", "C", "O", "O", "H", "H", "H", "H", "H", "H", "H", "H", "H", "H", "H", "H", "H", "H", "H", "H", "O", "P", "O", "C", "C", "O", "C", "C", "O", "C", "C", "H", "H", "H", "H", "H", "H", "H", "H", "H", "H", "H", "H", "H", "H", "H", "O", "P", "O", "C", "C", "O", "C", "C", "O", "C", "C", "H", "H", "H", "H", "H", "H", "H", "H", "H", "H", "H", "H", "H", "H", "H"],
  "coordinates": [[5.935, -3.651, 4.555], [4.834, -4.580, 4.012], [4.872, -4.753, 2.482], [3.615, -4.230, 1.942], [3.667, -3.833, 0.583], [3.330, -2.549, 0.216], [4.183, -1.566, 0.255], [5.893, -1.702, 0.847], [6.853, -1.799, -0.528], [6.157, -0.222, 1.492], [2.028, -2.559, -0.243], [1.277, -1.192, -0.875], [-0.125, -1.408, -0.896], [1.818, -0.950, -2.174], [1.656, 0.339, 0.125], [2.155, -0.044, 1.314], [2.569, 1.043, -0.556], [0.454, 1.303, 0.430], [-0.663, 0.688, 0.796], [0.857, 1.975, 1.541], [0.145, 2.432, -0.605], [1.067, 3.401, -0.588], [-0.992, 3.007, -0.161], [-0.134, 2.026, -2.077], [-0.694, 3.108, -2.653], [0.987, 1.800, -2.755], [-1.009, 1.046, -2.205], [1.510, -3.913, -0.622], [1.222, -4.232, -2.099], [-0.220, -4.221, -2.612], [-0.861, -3.281, -2.892], [-1.008, -5.973, -2.999], [0.304, -4.557, 0.648], [0.988, -5.223, 1.709], [-0.631, -5.465, 0.068], [-0.653, -3.203, 1.523], [-0.871, -3.701, 2.759], [0.084, -2.095, 1.766], [-2.071, -2.844, 0.959], [-2.199, -1.501, 0.999], [-2.195, -3.162, -0.338], [-3.268, -3.521, 1.693], [-4.312, -3.404, 0.833], [-3.103, -4.835, 1.838], [-3.746, -2.834, 3.025], [-3.913, -3.798, 3.938], [-2.883, -1.957, 3.538], [-4.916, -2.229, 2.869], [2.923, -4.607, -0.431], [3.901, -4.387, -1.677], [5.257, -4.464, -1.274], [6.106, -4.447, -2.311], [7.356, -4.501, -1.848], [5.992, -3.321, -3.048], [5.953, -5.483, -3.141], [2.976, -6.161, -0.330], [4.034, -6.664, 0.047], [1.932, -6.753, -0.639], [6.049, -2.737, 3.970], [5.648, -3.328, 5.559], [6.871, -4.204, 4.624], [3.876, -4.163, 4.340], [4.899, -5.544, 4.514], [4.882, -5.826, 2.293], [5.768, -4.327, 2.035], [3.230, -3.470, 2.491], [3.881, -0.653, -0.068], [7.221, -0.915, -0.865], [7.615, -2.432, -0.315], [6.307, 0.430, 0.790], [1.600, -5.215, -2.371], [1.743, -3.532, -2.756], [3.683, -3.490, -2.268], [3.712, -5.237, -2.336], [-10.817, 2.065, 5.239], [-9.435, 1.725, 4.820], [-9.321, 2.210, 3.268], [-9.467, 3.598, 2.965], [-8.288, 4.418, 3.458], [-9.574, 0.103, 4.615], [-10.505, -0.654, 5.393], [-11.698, -1.047, 4.547], [-7.860, 1.649, 5.152], [-6.959, 0.645, 4.663], [-6.613, 0.785, 3.199], [-10.403, 3.974, 3.385], [-9.538, 3.670, 1.880], [-8.230, 4.405, 4.550], [-8.381, 5.455, 3.132], [-7.350, 4.013, 3.081], [-10.818, -0.099, 6.277], [-9.983, -1.549, 5.739], [-12.124, -0.181, 4.042], [-12.472, -1.515, 5.157], [-11.393, -1.753, 3.772], [-7.315, -0.356, 4.894], [-6.049, 0.778, 5.251], [-7.444, 0.485, 2.561], [-5.765, 0.144, 2.958], [-6.354, 1.814, 2.953], [4.497, 5.071, -3.620], [3.380, 5.782, -4.296], [3.207, 5.047, -5.739], [2.841, 3.666, -5.766], [1.411, 3.446, -5.309], [4.137, 7.162, -4.755], [5.225, 7.689, -3.990], [6.536, 7.441, -4.706], [1.933, 6.479, -4.215], [1.512, 7.608, -4.996], [1.244, 7.287, -6.448], [3.536, 3.086, -5.153], [2.956, 3.335, -6.798], [1.292, 3.722, -4.261], [1.129, 2.399, -5.425], [0.719, 4.062, -5.884], [5.239, 7.264, -2.987], [5.056, 8.763, -3.887], [6.641, 6.393, -4.984], [7.383, 7.724, -4.078], [6.578, 8.023, -5.627], [2.201, 8.442, -4.892], [0.579, 7.934, -4.532], [2.169, 7.129, -7.000], [0.716, 8.121, -6.914], [0.634, 6.389, -6.545]],
  "lowdin_charge": [-0.111, -0.225, -0.201, 0.051, -0.017, -0.328, 0.042, 0.895, -0.129, -0.255, -0.034, 0.761, -0.204, -0.209, -0.428, 0.123, 0.134, -0.354, 0.178, 0.157, -0.344, 0.180, 0.168, -0.545, 0.168, 0.174, 0.216, -0.250, -0.115, -0.779, 0.055, 0.770, 0.807, -0.211, -0.261, -0.413, 0.124, 0.093, -0.363, 0.143, 0.144, -0.328, 0.149, 0.184, -0.529, 0.175, 0.176, 0.181, -0.206, -0.080, 0.055, -0.726, 0.167, 0.142, 0.182, -0.684, 0.048, 0.016, 0.046, 0.067, 0.073, 0.101, 0.107, 0.108, 0.075, 0.122, 0.093, 0.059, 0.048, 0.060, 0.102, 0.130, 0.134, 0.147, -0.213, 0.546, -0.206, -0.277, -0.079, -0.234, -0.285, -0.075, -0.206, -0.255, -0.063, 0.111, 0.118, 0.073, 0.079, 0.068, 0.105, 0.116, 0.076, 0.077, 0.075, 0.113, 0.121, 0.080, 0.063, 0.072, -0.221, 0.543, -0.201, -0.268, -0.080, -0.233, -0.286, -0.075, -0.206, -0.254, -0.068, 0.111, 0.120, 0.050, 0.083, 0.076, 0.104, 0.116, 0.076, 0.076, 0.076, 0.112, 0.120, 0.077, 0.083, 0.071],
  "lumo_ev": -1.5,
  "e_homo_ev": -8.6,
  "homo_lumo_gap_ev": 7.04
}



[3]
{
  "formula": "C31H46Cl2MnNP",
  "method": "ωB97M-V with the def2-TZVPD basis set",
  "symbols": ["P", "C", "C", "C", "C", "C", "C", "C", "C", "C", "C", "C", "C", "C", "C", "C", "C", "C", "C", "H", "H", "H", "H", "H", "H", "H", "H", "H", "H", "H", "H", "H", "H", "H", "H", "H", "H", "H", "H", "H", "H", "H", "H", "H", "H", "H", "H", "H", "H", "H", "H", "H", "Mn", "Cl", "Cl", "C", "H", "C", "C", "C", "C", "C", "C", "H", "H", "H", "H", "H", "C", "C", "C", "C", "N", "C", "C", "H", "H", "H", "H", "H", "H", "H"],
  "coordinates": [[0.132, -0.801, -3.742], [1.720, -0.273, -4.685], [1.961, -0.820, -6.099], [3.308, -0.363, -6.684], [3.598, 1.140, -6.539], [3.237, 1.698, -5.158], [1.842, 1.252, -4.684], [-1.322, 0.037, -4.619], [-1.144, 0.082, -6.131], [-2.422, 0.563, -6.822], [-2.918, 1.910, -6.278], [-2.913, 2.002, -4.742], [-1.636, 1.440, -4.083], [-0.065, -2.540, -4.446], [1.109, -3.447, -4.058], [1.078, -4.709, -4.937], [-0.265, -5.451, -4.856], [-1.493, -4.542, -4.989], [-1.380, -3.266, -4.150], [2.498, -0.678, -4.014], [1.160, -0.490, -6.770], [1.926, -1.917, -6.117], [3.344, -0.637, -7.746], [4.111, -0.915, -6.180], [4.664, 1.320, -6.731], [3.049, 1.699, -7.308], [3.976, 1.348, -4.424], [3.278, 2.796, -5.171], [1.665, 1.657, -3.680], [1.081, 1.699, -5.343], [-2.169, -0.622, -4.365], [-3.205, -0.191, -6.671], [-0.858, -0.898, -6.539], [-0.324, 0.774, -6.372], [-2.241, 0.639, -7.901], [-3.934, 2.090, -6.651], [-2.293, 2.716, -6.686], [-3.046, 3.049, -4.438], [-3.776, 1.442, -4.354], [-1.747, 1.432, -2.988], [-0.793, 2.118, -4.293], [-0.032, -2.370, -5.534], [2.082, -2.939, -4.165], [1.016, -3.722, -2.996], [1.258, -4.424, -5.986], [1.895, -5.380, -4.648], [-0.314, -5.954, -3.883], [-0.299, -6.237, -5.622], [-2.390, -5.094, -4.686], [-1.632, -4.273, -6.045], [-2.254, -2.623, -4.330], [-1.413, -3.522, -3.085], [0.088, -0.546, -1.247], [-1.928, -1.468, -1.628], [2.338, -0.562, -1.496], [-0.536, 1.013, -0.431], [-1.167, 0.702, 0.428], [-0.443, 2.439, -0.524], [-1.009, 3.266, 0.496], [-1.105, 4.637, 0.313], [-0.610, 5.248, -0.860], [0.026, 4.455, -1.827], [0.165, 3.084, -1.647], [-1.369, 2.782, 1.404], [-1.563, 5.272, 1.071], [0.431, 4.909, -2.732], [0.736, 2.470, -2.344], [-0.706, 6.319, -1.012], [0.231, -2.337, 4.981], [0.162, -1.949, 3.540], [1.277, -1.407, 2.901], [1.211, -1.092, 1.549], [0.098, -1.312, 0.809], [-0.990, -1.826, 1.430], [-0.997, -2.135, 2.783], [0.993, -3.114, 5.137], [0.504, -1.478, 5.612], [-0.734, -2.724, 5.323], [2.209, -1.217, 3.424], [2.055, -0.662, 1.021], [-1.877, -1.987, 0.819], [-1.914, -2.518, 3.222]],
  "lowdin_charge": [0.997, -0.441, -0.210, -0.194, -0.210, -0.192, -0.224, -0.433, -0.226, -0.200, -0.210, -0.187, -0.205, -0.450, -0.212, -0.204, -0.211, -0.204, -0.263, 0.037, 0.088, 0.091, 0.103, 0.109, 0.101, 0.105, 0.115, 0.108, 0.072, 0.099, 0.079, 0.111, 0.096, 0.094, 0.103, 0.099, 0.106, 0.109, 0.112, 0.092, 0.099, 0.084, 0.099, 0.120, 0.107, 0.103, 0.108, 0.101, 0.104, 0.108, 0.087, 0.057, 0.025, 0.149, 0.053, -0.233, 0.026, -0.340, -0.093, -0.143, -0.164, -0.135, -0.093, 0.090, 0.081, 0.085, 0.061, 0.066, -0.062, -0.283, -0.025, -0.126, -0.049, -0.142, -0.026, 0.084, 0.084, 0.072, 0.111, 0.044, 0.046, 0.106],
  "charge": -1,
  "s_squared": 6.18,
  "lumo_ev": [2.6, 2.6],
  "e_homo_ev": [-1.9, -2.6],
  "homo_lumo_gap_ev": [4.51, 5.20],
  "spin_multiplicity": 5
}



| no. | E (hartree) |
| --- | --- |
| 1 | -3285.98538 |
| 2 | -9253.27529 |
| 3 | -3676.42706 |